1.
{
  "formula": "C41H67BN11O9",
  "method": "ωB97M-V/def2-TZVPD",
  "elements": ["O", "C", "O", "B", "O", "C", "O", "O", "C", "O", "C", "O", "O", "C", "C", "C", "C", "N", "H", "H", "H", "H", "H", "H", "H", "C", "C", "C", "C", "N", "H", "H", "H", "H", "H", "H", "H", "C", "C", "C", "C", "N", "H", "H", "H", "H", "H", "H", "H", "C", "C", "C", "C", "N", "H", "H", "H", "H", "H", "H", "H", "C", "C", "C", "C", "N", "H", "H", "H", "H", "H", "H", "H", "C", "C", "C", "C", "N", "H", "H", "H", "H", "H", "H", "H", "C", "C", "C", "C", "N", "H", "H", "H", "H", "H", "H", "H", "C", "C", "C", "C", "N", "H", "H", "H", "H", "H", "H", "H", "C", "C", "C", "C", "N", "H", "H", "H", "H", "H", "H", "H", "C", "O", "N", "N", "H", "H", "H", "H"],
  "coordinates": [[0.8559, 2.2924, 1.9252], [0.2988, 1.4832, 1.2602], [0.0400, 1.4788, -0.0159], [-0.3436, 0.1127, -0.4980], [-0.6696, -0.6166, 0.7282], [-0.2210, 0.0760, 1.7785], [-0.0636, -0.2679, 2.9638], [0.6997, -0.6374, -1.3011], [0.2605, -0.9357, -2.4507], [0.8051, -1.5347, -3.3688], [-1.2161, -0.3865, -2.5311], [-1.4563, 0.1451, -1.3695], [-1.9915, -0.4011, -3.5147], [-0.2399, 6.8703, 1.5368], [0.5067, 5.5638, 1.7668], [2.0270, 5.6949, 1.6765], [2.4997, 5.9650, 0.3138], [2.8740, 6.1126, -0.7723], [-0.1540, 7.3402, 0.5571], [0.1079, 7.5817, 2.2858], [-1.2836, 6.7207, 1.8131], [0.1291, 4.7498, 1.1481], [0.3064, 5.2168, 2.7805], [2.4696, 4.9057, 2.2843], [2.2547, 6.5573, 2.3030], [-2.0457, -4.8009, -0.9433], [-2.4991, -3.4312, -0.5160], [-2.7298, -3.3424, 1.0053], [-3.5749, -4.3873, 1.6084], [-4.2656, -5.1863, 2.1320], [-1.0794, -5.0567, -0.5088], [-1.8675, -4.7210, -2.0156], [-2.6887, -5.6491, -0.7082], [-3.4170, -3.2929, -1.0873], [-1.7315, -2.7046, -0.7825], [-3.2435, -2.4430, 1.3451], [-1.7169, -3.3404, 1.4080], [3.3568, -1.5143, 0.8589], [2.5065, -2.8018, 0.7863], [1.8966, -3.1086, 2.1814], [1.0416, -4.3144, 2.1163], [0.3551, -5.2696, 2.0451], [3.8476, -1.1397, -0.0394], [4.1246, -1.7858, 1.5833], [2.8408, -0.6654, 1.3074], [3.1833, -3.5866, 0.4484], [1.7327, -2.6703, 0.0300], [1.3980, -2.2325, 2.5960], [2.6628, -3.2886, 2.9355], [3.9371, 1.2632, 4.6656], [2.4786, 0.7487, 4.5770], [1.4211, 1.5808, 5.3567], [1.6499, 1.7312, 6.8043], [1.7991, 1.8787, 7.9398], [4.0387, 2.3482, 4.6895], [4.4519, 0.8558, 3.7955], [4.3178, 0.8462, 5.5980], [2.5228, -0.2384, 5.0373], [2.2944, 0.4723, 3.5389], [0.4557, 1.0947, 5.2162], [1.4689, 2.5780, 4.9193], [-2.6622, -0.2974, 5.8109], [-3.8293, 0.6292, 5.4253], [-3.3079, 1.9565, 4.9517], [-2.4533, 2.7010, 5.8698], [-1.7671, 3.3361, 6.5707], [-1.8017, 0.1727, 6.2870], [-2.2023, -0.6407, 4.8842], [-3.0204, -1.2037, 6.2992], [-4.4762, 0.8272, 6.2800], [-4.4399, 0.2507, 4.6056], [-4.0805, 2.6185, 4.5606], [-2.5518, 1.6684, 4.2212], [-0.1353, -2.4435, -6.3520], [0.1491, -3.1541, -7.7202], [0.7712, -4.5556, -7.6315], [-0.1815, -5.5178, -7.0823], [-0.9706, -6.2293, -6.5947], [-0.7725, -3.0073, -5.6707], [-0.6980, -1.5147, -6.4457], [0.7930, -2.2343, -5.8205], [0.7896, -2.5490, -8.3619], [-0.7810, -3.2581, -8.2790], [1.5969, -4.4943, -6.9225], [1.0376, -5.0200, -8.5809], [2.3666, 2.7523, -2.0235], [3.4281, 1.9725, -1.3127], [4.4297, 2.8100, -0.5659], [5.4897, 2.0541, 0.0274], [6.3213, 1.4474, 0.5220], [2.9694, 3.3320, -2.7226], [1.8066, 3.4389, -1.3887], [1.6869, 2.0513, -2.5080], [3.8842, 1.3561, -2.0872], [2.8906, 1.3457, -0.6012], [3.9368, 3.3871, 0.2165], [4.8167, 3.5393, -1.2776], [4.9167, -2.7171, -2.6318], [3.6156, -2.1668, -3.2397], [3.8980, -1.4557, -4.5427], [4.2118, -2.3229, -5.6836], [4.5043, -3.0665, -6.5503], [5.6725, -1.9547, -2.4427], [5.3764, -3.5168, -3.2126], [4.7874, -3.2055, -1.6660], [3.1235, -1.5044, -2.5275], [2.9147, -2.9993, -3.3001], [4.7475, -0.7991, -4.3545], [3.0484, -0.8413, -4.8407], [-3.5240, 2.2545, 1.3976], [-4.6541, 1.7932, 0.4809], [-5.5970, 0.7069, 1.1183], [-6.1609, 1.0753, 2.4187], [-6.6231, 1.4375, 3.4466], [-2.9880, 3.0945, 0.9557], [-2.7739, 1.4988, 1.6307], [-3.8757, 2.6549, 2.3485], [-4.2325, 1.4333, -0.4576], [-5.2692, 2.5951, 0.0724], [-4.9487, -0.1578, 1.2598], [-6.4510, 0.4544, 0.4898], [-5.5168, 0.2692, -3.2629], [-6.5735, 0.5329, -2.7467], [-4.6787, -0.7262, -3.0732], [-5.0352, 1.0348, -4.1412], [-3.7030, -0.5859, -3.2934], [-5.0142, -1.4357, -2.4376], [-5.4879, 1.8676, -4.4901], [-4.1608, 0.7121, -4.5304]],
  "forces_ev_per_angstrom": [[0.2, 0.8, 0.2], [-0.7, -2.1, 0.5], [0.4, -0.1, -1.8], [0.5, 0.2, 0.8], [0.5, 0.0, 1.4], [1.3, -0.1, 2.8], [-1.1, 0.3, -3.5], [1.1, 1.0, 2.5], [-1.1, -1.3, -3.9], [-0.8, 1.0, 1.6], [-1.3, -0.1, -3.0], [-1.7, 0.6, -0.5], [2.7, -0.1, 2.8], [-0.1, 0.0, 0.8], [-0.3, -0.3, -0.2], [-0.7, 0.8, 0.8], [0.7, -0.7, -0.6], [-0.5, 0.0, 1.1], [0.0, -0.3, -0.1], [0.2, 0.3, -0.1], [-0.2, 0.0, -0.4], [0.2, 0.1, -0.3], [-0.1, 0.1, 0.1], [0.5, -0.5, -1.0], [0.2, 0.4, -0.2], [1.3, -0.3, -0.4], [-1.1, -0.7, 0.5], [-0.1, 0.1, -0.1], [-1.5, -2.5, 1.3], [2.0, 2.4, -1.6], [0.1, 0.0, 0.2], [-0.1, -0.5, -0.1], [-0.4, 0.3, -0.1], [-0.1, 0.7, 0.1], [-0.2, 0.1, 0.0], [0.3, 0.5, -0.3], [-0.2, -0.2, 0.6], [0.1, -0.4, 1.0], [0.2, 1.1, -0.2], [0.4, -0.4, -0.5], [-1.9, -2.0, 0.0], [2.0, 2.8, 0.1], [-0.2, -0.5, -0.2], [0.5, 0.4, 0.0], [-0.4, 0.0, 0.0], [-0.3, -0.3, 0.1], [-0.2, -0.2, 0.1], [-0.6, -0.1, -0.3], [0.3, -0.3, -0.2], [-0.9, -0.4, 0.2], [1.0, -0.6, 0.9], [0.7, -0.3, -1.0], [0.3, -0.1, 0.4], [0.0, -0.2, -0.8], [-0.1, 0.0, -0.1], [0.4, 0.1, 0.2], [0.6, 0.3, -0.1], [-0.2, -0.2, 0.2], [-0.9, 0.9, 0.1], [-0.1, 0.4, -0.1], [-0.6, 0.1, 0.0], [-0.3, -0.4, -1.3], [0.2, 0.1, 1.2], [1.1, 0.2, -0.4], [1.0, 1.5, 2.1], [-1.3, -1.3, -1.4], [-0.5, 0.2, 0.7], [0.0, -0.2, -0.3], [0.2, 0.2, 0.4], [-0.2, -0.3, 0.0], [0.0, -0.3, 0.2], [0.1, -0.1, -0.1], [-0.3, 0.4, -1.0], [0.2, -0.5, -0.5], [-0.7, 0.4, 0.1], [-0.5, -0.1, 0.8], [-2.0, -1.4, 1.7], [1.6, 1.4, -1.1], [0.2, -0.5, -0.1], [0.3, 0.2, -0.4], [0.0, 0.0, 0.0], [0.2, 0.1, 0.2], [-0.2, 0.1, 0.0], [0.4, -0.3, -0.3], [0.5, 0.6, -0.1], [0.5, 0.7, -0.3], [-1.1, -1.2, 0.7], [-0.6, 1.0, -0.6], [0.2, -0.1, 0.1], [0.6, -0.5, 0.3], [-0.8, 0.4, -0.6], [0.0, -0.1, 0.0], [0.0, 0.3, -0.2], [0.4, -0.3, 0.3], [0.4, -0.5, 0.1], [-0.1, 0.0, 0.0], [0.4, 0.2, 0.1], [0.2, -0.3, 0.4], [0.6, -1.2, 1.2], [-0.4, 0.4, -0.3], [1.1, -2.4, -2.1], [-1.0, 2.2, 2.4], [0.0, 0.2, -0.2], [0.0, 0.2, -0.5], [-0.5, 0.2, 0.2], [0.2, 0.3, -0.2], [-0.1, 0.1, -0.5], [0.1, 0.2, -0.3], [-0.1, 0.1, 0.0], [-0.2, 0.7, 0.1], [-0.6, -0.2, -0.1], [0.9, 0.4, -0.3], [-1.3, 1.6, 3.3], [1.6, -1.3, -3.4], [0.1, -0.1, -0.3], [-0.2, -0.3, -0.1], [-0.3, -0.2, 0.0], [0.1, -0.7, 0.2], [-0.1, 0.4, 0.7], [-0.3, -0.4, 0.1], [0.3, -0.1, -0.3], [-1.8, -0.4, 1.8], [-2.3, -0.7, 1.8], [0.0, -3.3, 1.9], [3.1, 4.4, -5.3], [0.0, -0.5, 0.3], [0.6, 0.0, 0.0], [0.1, -0.4, 0.3], [-0.2, 0.8, -0.6]],
  "charge": -1
}

=====

2.
{
  "formula": "C41H67CsN2O4P2SSi",
  "method": "ωB97M-V/def2-TZVPD",
  "elements": ["Cs", "C", "Si", "C", "C", "C", "C", "C", "C", "P", "C", "C", "C", "C", "C", "C", "C", "C", "C", "C", "C", "C", "C", "C", "C", "C", "C", "C", "P", "C", "C", "C", "C", "C", "C", "C", "C", "C", "C", "C", "C", "H", "H", "H", "H", "H", "H", "H", "H", "H", "H", "H", "H", "H", "H", "H", "H", "H", "H", "H", "H", "H", "H", "H", "H", "H", "H", "H", "H", "H", "H", "H", "H", "H", "H", "H", "H", "H", "H", "H", "H", "H", "H", "H", "H", "H", "H", "H", "H", "H", "H", "H", "H", "H", "H", "H", "N", "C", "C", "C", "C", "N", "H", "H", "H", "H", "H", "H", "H", "H", "H", "H", "H", "H", "O", "S", "O", "O", "O"],
  "coordinates": [[-3.0318, 0.0086, -2.1773], [-0.8758, -2.3895, -2.4928], [-0.3572, -1.6844, -0.7397], [-1.8238, -2.4874, 0.2888], [-2.2428, -3.7943, -0.0072], [-3.2781, -4.4184, 0.6667], [-3.9460, -3.7354, 1.6780], [-3.5668, -2.4417, 1.9863], [-2.5213, -1.8073, 1.3026], [-2.0237, -0.0689, 1.6695], [-0.8131, -0.3341, 3.0798], [0.6143, -0.2666, 2.5242], [1.6601, -0.3388, 3.6333], [1.4814, -1.6024, 4.4699], [0.0647, -1.6780, 5.0328], [-0.9742, -1.6065, 3.9134], [-3.5791, 0.6417, 2.4517], [-3.6830, 0.6834, 3.9770], [-5.0024, 1.3088, 4.4326], [-5.1747, 2.7112, 3.8563], [-5.0809, 2.6838, 2.3335], [-3.7742, 2.0498, 1.8666], [1.0493, -2.9300, -0.2137], [0.9425, -3.8497, 0.8398], [2.0162, -4.6171, 1.2739], [3.2528, -4.4923, 0.6595], [3.4019, -3.5699, -0.3699], [2.3324, -2.7859, -0.7951], [2.4927, -1.3992, -2.0032], [4.0777, -1.8140, -2.8913], [4.4712, -0.6444, -3.8182], [3.7327, -0.7456, -5.1494], [4.2145, -1.9751, -5.9372], [4.6726, -3.1008, -4.9978], [3.8476, -3.1027, -3.7138], [2.9875, -0.0704, -0.7861], [2.5797, 1.3274, -1.2929], [3.3695, 2.4417, -0.5925], [3.6489, 2.0579, 0.8577], [4.5901, 0.8427, 0.9252], [4.4339, -0.0761, -0.2984], [-0.3495, -3.3096, -2.7659], [-0.6839, -1.6531, -3.2778], [-1.9478, -2.6069, -2.4985], [-1.7264, -4.3394, -0.7916], [-3.5693, -5.4304, 0.4058], [-4.7597, -4.2071, 2.2175], [-4.0959, -1.9197, 2.7761], [-0.9477, 0.5362, 3.7353], [0.7340, 0.6444, 1.9338], [0.7705, -1.0963, 1.8267], [1.5670, 0.5423, 4.2817], [2.6640, -0.3110, 3.2001], [2.2196, -1.6395, 5.2773], [1.6592, -2.4747, 3.8303], [-0.0929, -0.8434, 5.7280], [-0.0684, -2.5993, 5.6088], [-1.9812, -1.6825, 4.3272], [-0.8494, -2.4734, 3.2563], [-4.4019, 0.0237, 2.0733], [-2.8584, 1.2818, 4.3810], [-3.5818, -0.3175, 4.4026], [-5.0501, 1.3321, 5.5264], [-5.8323, 0.6780, 4.0918], [-4.3827, 3.3578, 4.2537], [-6.1277, 3.1420, 4.1781], [-5.1718, 3.6914, 1.9217], [-5.9208, 2.1074, 1.9294], [-2.9229, 2.6780, 2.1544], [-3.7628, 2.0047, 0.7740], [-0.0157, -3.9825, 1.3304], [1.8811, -5.3203, 2.0896], [4.0961, -5.0933, 0.9812], [4.3781, -3.4600, -0.8267], [4.8960, -1.9797, -2.1860], [5.5521, -0.6672, -4.0034], [4.2673, 0.3133, -3.3354], [3.8653, 0.1620, -5.7417], [2.6631, -0.8277, -4.9416], [5.0365, -1.6967, -6.6040], [3.4049, -2.3380, -6.5755], [5.7291, -2.9687, -4.7411], [4.5978, -4.0670, -5.5035], [4.0780, -3.9777, -3.1056], [2.7858, -3.1905, -3.9754], [2.3427, -0.3101, 0.0672], [1.5090, 1.4487, -1.1082], [2.7055, 1.4083, -2.3767], [2.8185, 3.3834, -0.6499], [4.3247, 2.6103, -1.1039], [2.6994, 1.8107, 1.3434], [4.0717, 2.8980, 1.4143], [4.3804, 0.2705, 1.8327], [5.6295, 1.1788, 1.0007], [4.7509, -1.0889, -0.0388], [5.0935, 0.2627, -1.1042], [-2.6551, 4.6797, -4.0832], [-2.7491, 4.8854, -2.6352], [-1.4886, 4.3962, -1.9402], [-1.4369, 4.7808, -0.4651], [-0.1611, 4.3251, 0.2418], [-0.3149, 2.9902, 0.8232], [-3.5950, 4.8036, -4.4529], [-2.5487, 3.6709, -4.2149], [-3.6159, 4.3702, -2.2022], [-2.8617, 5.9604, -2.4363], [-0.6171, 4.8255, -2.4491], [-1.4236, 3.3110, -2.0786], [-2.3025, 4.3713, 0.0661], [-1.5156, 5.8711, -0.3949], [0.0825, 5.0132, 1.0580], [0.6675, 4.3851, -0.4807], [0.5898, 2.5758, 1.0187], [-0.7785, 2.3515, 0.1829], [-5.4909, 0.7275, -3.9837], [-4.7399, 1.9410, -3.5998], [-5.2871, 3.1634, -4.1956], [-4.7131, 2.0341, -2.1021], [-3.3004, 1.7425, -4.0145]],
  "forces_ev_per_angstrom": [[0.7, -1.5, 1.2], [0.2, -0.2, 0.0], [0.1, -0.1, 0.0], [0.0, 0.0, -0.1], [0.0, 0.0, 0.0], [0.0, 0.0, 0.0], [0.0, 0.0, 0.0], [0.0, 0.0, 0.0], [0.0, 0.0, 0.0], [-0.1, -0.1, -0.1], [0.0, 0.1, 0.0], [0.0, 0.0, 0.0], [0.0, 0.0, 0.0], [0.0, 0.0, 0.0], [0.0, 0.0, 0.0], [0.0, 0.0, 0.0], [0.0, 0.0, 0.0], [0.0, 0.0, 0.0], [0.0, 0.0, 0.0], [0.0, 0.0, 0.0], [0.0, 0.0, 0.0], [0.0, 0.0, 0.0], [0.0, 0.0, 0.0], [0.0, 0.0, 0.0], [0.1, 0.0, 0.0], [0.0, 0.0, 0.0], [0.0, 0.0, 0.0], [0.0, 0.0, 0.0], [-0.1, 0.0, 0.0], [0.0, 0.0, 0.0], [0.0, 0.0, 0.0], [0.0, 0.0, 0.0], [0.0, 0.0, 0.0], [0.0, 0.0, 0.0], [0.0, 0.0, 0.0], [0.0, 0.0, 0.0], [0.0, 0.0, 0.0], [0.0, 0.0, 0.0], [0.0, 0.0, 0.0], [0.0, 0.0, 0.0], [0.0, 0.0, 0.0], [0.0, 0.0, 0.0], [0.1, -0.1, 0.0], [0.1, -0.1, -0.1], [0.0, 0.0, 0.0], [0.0, 0.0, 0.0], [0.0, 0.0, 0.0], [0.0, 0.0, 0.0], [0.0, 0.0, 0.0], [0.0, 0.0, 0.0], [0.0, 0.0, 0.0], [0.0, 0.0, 0.0], [0.0, 0.0, 0.0], [0.0, 0.0, 0.0], [0.0, 0.0, 0.0], [0.0, 0.0, 0.0], [0.0, 0.0, 0.0], [0.0, 0.0, 0.0], [0.0, 0.0, 0.0], [0.0, 0.0, 0.0], [0.0, 0.0, 0.0], [0.0, 0.0, 0.0], [0.0, 0.0, 0.0], [0.0, 0.0, 0.0], [0.0, 0.0, 0.0], [0.0, 0.0, 0.0], [0.0, 0.0, 0.0], [0.0, 0.0, 0.0], [0.0, 0.0, 0.0], [0.0, 0.0, 0.0], [0.0, 0.0, 0.0], [0.0, 0.0, 0.0], [0.0, 0.0, 0.0], [0.0, 0.0, 0.0], [0.0, 0.0, 0.0], [0.0, 0.0, 0.0], [0.0, 0.0, 0.0], [0.0, 0.0, 0.0], [0.0, 0.0, 0.0], [0.0, 0.0, 0.0], [0.0, 0.0, 0.0], [0.0, 0.0, 0.0], [0.0, 0.0, 0.0], [0.0, 0.0, 0.0], [0.0, 0.0, 0.0], [0.0, 0.0, 0.0], [0.0, 0.0, 0.0], [0.0, 0.0, 0.0], [0.0, 0.0, 0.0], [0.0, 0.0, 0.0], [0.0, 0.0, 0.0], [0.0, 0.0, 0.0], [0.0, 0.0, 0.0], [0.0, 0.0, 0.0], [0.0, 0.0, 0.0], [0.0, 0.0, 0.0], [0.0, 0.0, 0.0], [0.0, 0.0, 0.0], [0.0, 0.0, -0.1], [0.0, 0.0, 0.0], [0.0, 0.0, 0.0], [0.1, 0.0, 0.0], [0.0, 0.0, 0.0], [0.0, 0.0, 0.0], [0.0, 0.0, 0.0], [0.0, 0.0, 0.0], [0.0, 0.0, 0.0], [0.0, 0.0, 0.1], [0.0, 0.0, 0.0], [0.0, 0.0, 0.0], [0.0, 0.0, 0.0], [0.0, 0.0, 0.0], [0.0, 0.0, 0.0], [0.0, 0.0, 0.0], [0.0, 0.0, 0.0], [-0.5, 0.6, -0.3], [0.0, 0.0, 0.0], [-0.5, 0.6, 0.0], [-0.2, 0.8, -0.8]],
  "charge": -2
}

=====

| no. | frontier orbital gap (eV) | LUMO energy (eV) | E_HOMO (Ha) |
| --- | --- | --- | --- |
| 1 | 9.56 | 1.51 | -0.296 |
| 2 | 4.96 | 3.71 | -0.046 |